Formula: C3H2IN2
Source: the Open Molecules 2025 dataset
Level of theory: ωB97M-V/def2-TZVPD

Bonds (Å) are listed after each position.
Cartesian coordinates (Å):
1 I 2.597 1.145 -0.010  C4 2.008
2 N 0.199 -2.839 -0.046  C5 1.137
3 H -1.272 1.157 -0.931  C6 1.087
4 C 0.666 0.592 0.011  I1 2.008, C6 1.475, N8 1.278
5 C -0.031 -1.728 0.018  N2 1.137, N8 1.303
6 C -0.780 0.887 0.000  H3 1.087, C4 1.475, H7 1.086, N8 1.479
7 H -1.275 1.214 0.909  C6 1.086
8 N -0.104 -0.427 0.050  C4 1.278, C5 1.303, C6 1.479

Summary:
* energy above the lowest of the compared OMol25 structures with the same formula, charge and spin: 28.0 kJ/mol
* SMILES string: N#C[N+]1=C(I)C1
* total energy: -522.30441 Eh
* 2S+1: 1
* total charge: +1
* LUMO level: -0.2382 Eh
* Kohn-Sham gap: 0.3401 Eh

Formula: C3H16NO3
Source: the Open Molecules 2025 dataset
Level of theory: ωB97M-V/def2-TZVPD

Bonds (Å) are listed after each position.
Cartesian coordinates (Å):
1 H 1.593 -0.275 2.930  O20 0.965
2 H 1.952 -0.696 0.125  N19 1.024
3 H -2.102 -0.151 0.828  C23 1.089
4 H 3.123 -0.149 3.009  O20 0.964
5 H -0.030 1.758 -0.997  C17 1.080
6 C -0.069 0.065 0.354  H9 1.084, C17 1.544, N19 1.517, C23 1.533
7 H 0.904 -2.175 -3.464  O22 0.966
8 H 1.084 -0.667 -3.639  O22 0.967
9 H 0.427 0.803 0.975  C6 1.084
10 H -2.935 2.500 1.157  O16 0.967
11 H -1.125 -0.407 2.156  C23 1.096
12 H 0.912 -1.092 -1.192  N19 1.039
13 H -2.921 3.229 -0.141  O16 0.967
14 H -1.304 -1.751 1.017  C23 1.083
15 H -1.670 0.981 -0.960  C17 1.079
16 O -2.616 2.399 0.250  H10 0.967, H13 0.967
17 C -0.604 0.853 -0.861  H5 1.080, C6 1.544, H15 1.079, H21 1.094
18 H 0.830 -1.793 0.254  N19 1.025
19 N 0.992 -0.878 -0.179  H2 1.024, C6 1.517, H12 1.039, H18 1.025
20 O 2.401 -0.376 2.412  H1 0.965, H4 0.964
21 H -0.589 0.135 -1.686  C17 1.094
22 O 0.945 -1.348 -2.967  H7 0.966, H8 0.967
23 C -1.187 -0.678 1.096  H3 1.089, C6 1.533, H11 1.096, H14 1.083

Summary:
* energy above the lowest of the compared OMol25 structures with the same formula, charge and spin: 97.7 kJ/mol
* total energy: -404.12688 Eh
* 2S+1: 1
* total charge: +1
* LUMO level: -0.0995 Eh
* Kohn-Sham gap: 0.4407 Eh

Formula: CHFN4
Source: the Open Molecules 2025 dataset
Level of theory: ωB97M-V/def2-TZVPD

Bonds (Å) are listed after each position.
Cartesian coordinates (Å):
1 H -0.538 -0.099 -0.178  N5 0.990
2 N -0.872 -0.930 2.587  C7 1.169
3 N 1.416 1.479 -0.983  F4 1.334, N6 1.656
4 F 2.277 2.448 -0.668  N3 1.334
5 N -0.101 0.349 0.589  H1 0.990, N6 1.272, C7 1.327
6 N 1.017 0.952 0.536  N3 1.656, N5 1.272
7 C -0.484 -0.364 1.641  N2 1.169, N5 1.327

Summary:
* energy above the lowest of the compared OMol25 structures with the same formula, charge and spin: 453.5 kJ/mol
* SMILES string: N#CN/N=N/F
* total energy: -357.34897 Eh
* 2S+1: 1
* total charge: 0
* LUMO level (alpha / beta): -0.0327 / -0.0412 Eh
* Kohn-Sham gap (alpha / beta): 0.3718 / 0.3100 Eh

Formula: C34H63F2NO3PS
Source: the Open Molecules 2025 dataset
Level of theory: ωB97M-V/def2-TZVPD

Bonds (Å) are listed after each position.
Cartesian coordinates (Å):
1 H -3.383 -3.158 3.347  O32 0.963
2 H 1.695 2.126 4.004  C52 1.093
3 N -1.719 -1.896 -0.415  C12 1.478, C53 1.281, H71 1.020
4 C -1.160 1.624 -3.294  H22 1.092, C44 1.552, C61 1.556, H77 1.091
5 H 0.616 1.064 -0.947  P57 1.405
6 O -4.912 -0.165 -1.207  C18 1.428, C34 1.388
7 H 4.371 -1.238 -2.713  C41 1.095
8 H 5.560 1.683 2.676  C55 1.098
9 C 2.827 -2.552 -1.854  C41 1.539, H81 1.102, H90 1.095, C95 1.553
10 O 5.455 2.689 6.324  H69 0.962, C72 1.426
11 H 5.102 0.197 7.234  C49 1.091
12 C -0.922 -1.173 -1.428  N3 1.478, C43 1.578, P57 1.911, C101 1.590
13 C 4.212 2.106 1.080  H40 1.095, C55 1.548, H84 1.097, C97 1.534
14 C -2.462 -1.433 3.309  H23 1.095, O32 1.436, H54 1.091, C83 1.514
15 H -7.026 0.128 0.135  C17 1.088
16 H 2.763 0.956 -0.124  C97 1.098
17 C -6.945 0.865 -0.662  H15 1.088, C34 1.373, C88 1.373
18 C -4.583 -1.001 -2.318  O6 1.428, C29 1.534, H76 1.104, H92 1.091
19 F -0.751 3.394 -1.686  C44 1.387
20 H -8.562 3.537 -1.863  C67 1.085
21 C 2.294 0.477 2.768  C27 1.548, H51 1.095, C52 1.556, H78 1.099
22 H -0.185 1.425 -2.846  C4 1.092
23 H -3.301 -0.895 2.857  C14 1.095
24 H -2.365 -0.187 5.070  C83 1.090
25 H -4.464 -3.519 -0.538  C79 1.100
26 H -4.759 -2.093 0.420  C79 1.093
27 C 3.745 0.706 3.254  C21 1.548, H30 1.094, H39 1.099, C55 1.555
28 H -0.486 -1.980 -5.714  C45 1.098
29 C -3.186 -1.588 -2.079  C18 1.534, H31 1.108, C43 1.628, C53 1.490
30 H 3.789 1.421 4.082  C27 1.094
31 H -3.246 -2.528 -2.661  C29 1.108
32 O -2.563 -2.825 2.967  H1 0.963, C14 1.436
33 H -3.369 -1.637 5.256  C83 1.092
34 C -5.845 0.824 -1.483  O6 1.388, C17 1.373, C82 1.379
35 H 3.758 -1.100 0.220  C70 1.093
36 H 0.354 1.327 3.205  C52 1.096
37 C 0.718 -0.718 -4.534  C45 1.524, H62 1.089, H94 1.096, H105 1.093
38 H 1.822 -1.612 -0.247  C95 1.094
39 H 4.108 -0.254 3.646  C27 1.099
40 H 3.422 2.723 1.520  C13 1.095
41 C 4.208 -1.872 -1.835  H7 1.095, C9 1.539, C70 1.555, H89 1.095
42 C -6.706 2.720 -2.610  C67 1.369, H68 1.087, C82 1.372
43 C -1.855 -0.853 -2.660  C12 1.578, C29 1.628, C61 1.545, C91 1.558
44 C -1.534 3.037 -2.773  C4 1.552, F19 1.387, H74 1.095, H87 1.098
45 C -0.660 -1.141 -5.026  H28 1.098, C37 1.524, F64 1.399, C91 1.536
46 H -2.648 -1.630 -4.481  C91 1.095
47 H -3.543 -3.327 0.949  C79 1.090
48 H -8.744 1.791 -0.080  C88 1.085
49 C 6.110 0.598 7.355  H11 1.091, C72 1.517, H86 1.092, H98 1.091
50 H 0.349 -2.554 -2.674  C101 1.092
51 H 2.244 0.150 1.725  C21 1.095
52 C 1.373 1.700 3.050  H2 1.093, C21 1.556, H36 1.096, H104 1.091
53 C -2.949 -2.107 -0.702  N3 1.281, C29 1.490, C79 1.464
54 H -1.537 -1.057 2.870  C14 1.091
55 C 4.760 1.139 2.158  H8 1.098, C13 1.548, C27 1.555, H66 1.095
56 H 0.180 -3.028 -1.002  C101 1.095
57 P -0.378 0.289 -0.324  H5 1.405, C12 1.911, H73 1.414, S75 1.939
58 H -1.413 -2.692 -3.768  C91 1.096
59 H -2.940 0.571 -3.805  C61 1.097
60 H 4.745 0.688 -1.955  C63 1.096
61 C -2.279 0.608 -2.930  C4 1.556, C43 1.545, H59 1.097, H65 1.090
62 H 0.743 -0.288 -3.534  C37 1.089
63 C 4.772 0.490 -0.877  H60 1.096, C70 1.553, C97 1.549, H102 1.095
64 F -1.267 -0.167 -5.826  C45 1.399
65 H -2.874 1.045 -2.128  C61 1.090
66 H 5.236 0.249 1.732  C55 1.095
67 C -7.797 2.773 -1.784  H20 1.085, C42 1.369, C88 1.384
68 H -6.626 3.497 -3.367  C42 1.087
69 H 5.519 3.100 7.191  O10 0.962
70 C 4.501 -1.009 -0.575  H35 1.093, C41 1.555, C63 1.553, H85 1.097
71 H -1.387 -2.230 0.490  N3 1.020
72 C 6.402 1.624 6.276  O10 1.426, C49 1.517, H80 1.095, H100 1.090
73 H 0.265 -0.374 0.746  P57 1.414
74 H -2.606 3.154 -2.580  C44 1.095
75 S -1.878 1.259 0.430  P57 1.939
76 H -5.290 -1.848 -2.286  C18 1.104
77 H -1.015 1.755 -4.367  C4 1.091
78 H 1.882 -0.342 3.375  C21 1.099
79 C -3.967 -2.779 0.107  H25 1.100, H26 1.093, H47 1.090, C53 1.464
80 H 7.409 2.036 6.396  C72 1.095
81 H 2.567 -2.752 -2.906  C9 1.102
82 C -5.724 1.771 -2.478  C34 1.379, C42 1.372, H103 1.086
83 C -2.452 -1.243 4.812  C14 1.514, H24 1.090, H33 1.092, H93 1.090
84 H 5.020 2.806 0.834  C13 1.097
85 H 5.438 -1.391 -0.149  C70 1.097
86 H 6.158 1.055 8.346  C49 1.092
87 H -1.286 3.764 -3.557  C44 1.098
88 C -7.926 1.816 -0.791  C17 1.373, H48 1.085, C67 1.384
89 H 4.965 -2.661 -1.890  C41 1.095
90 H 2.805 -3.524 -1.351  C9 1.095
91 C -1.671 -1.649 -3.987  C43 1.558, C45 1.536, H46 1.095, H58 1.096
92 H -4.723 -0.530 -3.292  C18 1.091
93 H -1.618 -1.785 5.259  C83 1.090
94 H 1.350 -1.613 -4.527  C37 1.096
95 C 1.711 -1.604 -1.336  C9 1.553, H38 1.094, H99 1.093, C101 1.546
96 H 3.575 2.263 -0.936  C97 1.101
97 C 3.742 1.443 -0.221  C13 1.534, H16 1.098, C63 1.549, H96 1.101
98 H 6.824 -0.227 7.317  C49 1.091
99 H 1.924 -0.623 -1.770  C95 1.093
100 H 6.333 1.171 5.287  C72 1.090
101 C 0.305 -2.159 -1.657  C12 1.590, H50 1.092, H56 1.095, C95 1.546
102 H 5.768 0.798 -0.540  C63 1.095
103 H -4.857 1.768 -3.131  C82 1.086
104 H 1.384 2.446 2.254  C52 1.091
105 H 1.167 -0.029 -5.254  C37 1.093

Summary:
* total energy: -2552.74649 Eh
* 2S+1: 1
* total charge: +1
* LUMO level: -0.1116 Eh
* Kohn-Sham gap: 0.3032 Eh